Entry 1:
Density functional theory data (ωB97M-V/def2-TZVPD) for a cluster of 2 separate species, C2H4ClNO in total.

Results
LUMO level: 0.655 eV
2S+1: 1
net charge: 0
energy above the lowest of the compared OMol25 structures with the same formula, charge and spin: 4.534 eV
electronic energy: -18194.55316 eV

Positions of all 9 atoms, in Å:
C (-1.5109, 1.1380, -0.1529)
C (2.0295, -0.5256, -0.2730)
N (-2.6402, 1.3746, 0.3338)
O (2.4953, -1.6101, 0.2467)
Cl (-0.7124, -0.5817, -0.0246)
H (2.0927, -0.6926, -1.3876)
H (-1.0322, 1.8286, -0.7802)
H (-3.1508, 0.6793, 0.7359)
H (2.4292, -1.6105, 1.3020)

Cartesian forces (eV/Å) of the 2 atoms listed first:
C -2.2257 -2.3322 1.3768
C 0.4597 1.2355 -0.1641

---

Entry 2:
Density functional theory data (ωB97M-V/def2-TZVPD) for an isolated molecule of C4H4OS2.

Results
LUMO level: -0.670 eV
2S+1: 1
net charge: 0
energy above the lowest of the compared OMol25 structures with the same formula, charge and spin: 2.632 eV
electronic energy: -27927.53053 eV

Positions of all 11 atoms, in Å:
C (-0.3934, -0.3069, -0.4327)
C (-1.0406, 0.9686, -0.7403)
C (0.8803, -0.3916, 0.3394)
C (-0.3367, -0.8122, 1.0070)
O (2.9671, 0.4737, -0.8329)
S (-1.5739, 2.0661, 0.3254)
S (2.4741, -0.0953, 0.4177)
H (-0.4913, -1.0385, -1.2319)
H (-1.2090, 1.1531, -1.7995)
H (-0.7604, -0.1541, 1.7569)
H (-0.5163, -1.8628, 1.1910)

Cartesian forces (eV/Å) of the 2 atoms listed first:
C 0.3899 -0.6246 0.0616
C -0.4323 0.9779 0.2895

---

Entry 3:
Density functional theory data (ωB97M-V/def2-TZVPD) for an isolated molecule of C5H13N3O2S.

Results
LUMO level: 0.684 eV
2S+1: 1
net charge: 0
energy above the lowest of the compared OMol25 structures with the same formula, charge and spin: 0.388 eV
electronic energy: -24793.55680 eV
SMILES string: C/N=C(/CN)S(=O)(=O)N(C)C

Positions of all 24 atoms, in Å:
C (-0.9842, 0.7325, 0.4589)
C (-2.7016, -0.2510, 1.7342)
C (2.2858, -1.0400, 0.2669)
C (1.5829, -1.2146, -2.0757)
C (-0.0862, 1.8121, -0.1887)
N (-1.9988, 0.8219, 1.2018)
N (-0.4509, 3.2064, 0.0247)
N (1.1828, -0.8254, -0.7243)
O (-1.2606, -1.5166, -1.0670)
O (-0.1436, -1.6915, 1.1044)
S (-0.3179, -1.0364, -0.1082)
H (-2.6506, -0.1544, 2.7748)
H (-2.3739, -1.2063, 1.4833)
H (-3.7910, -0.1630, 1.2849)
H (1.8606, -1.0768, 1.2080)
H (2.6654, -2.0716, 0.1435)
H (3.0202, -0.2636, 0.1128)
H (0.6936, -0.9680, -2.7004)
H (2.4326, -0.7027, -2.4421)
H (1.7955, -2.3217, -2.0638)
H (0.0848, 1.5599, -1.2462)
H (0.9041, 1.5495, 0.2159)
H (-1.4646, 3.3349, -0.3468)
H (-0.2843, 3.4863, 0.9491)

Cartesian forces (eV/Å) of the 2 atoms listed first:
C 0.1532 -0.9949 -0.9533
C -3.5367 0.0750 -1.5362

---

Entry 4:
Density functional theory data (ωB97M-V/def2-TZVPD) for a structure of composition C53H48MnN13S.

Results
LUMO level (alpha / beta): 2.096 / 2.096 eV
2S+1: 2
net charge: -1
expectation value of S²: 1.202
electronic energy: -117260.38972 eV

Positions of all 116 atoms, in Å:
Mn (0.3241, -0.5162, 1.6146)
C (-5.4600, 2.6402, 5.0615)
C (-4.1541, 2.2550, 4.4041)
C (-3.0066, 3.0141, 4.5579)
C (-1.8249, 2.6073, 3.9551)
C (-1.7053, 1.4828, 3.1259)
N (-0.4633, 1.1870, 2.5527)
C (0.3486, 2.2303, 2.2009)
C (-0.1067, 3.4481, 1.6256)
C (0.7487, 4.4126, 1.1426)
C (2.1428, 4.2680, 1.2016)
C (3.0704, 5.3142, 0.6253)
C (2.6165, 3.1222, 1.8123)
C (1.7517, 2.1559, 2.3284)
N (2.3474, 1.0636, 3.0462)
C (3.3765, 1.1321, 3.9209)
C (3.5685, -0.1307, 4.4282)
C (2.5758, -0.9111, 3.8104)
N (1.8439, -0.1819, 2.9783)
C (-2.8764, 0.6763, 3.0038)
C (-4.0494, 1.0884, 3.6583)
N (-2.9697, -0.4836, 2.2427)
C (-4.1428, -1.0553, 1.7505)
C (-3.9573, -2.2721, 1.2407)
C (-2.4924, -2.5972, 1.3001)
N (-1.8685, -1.3640, 1.9488)
H (-5.5222, 3.7215, 5.2018)
H (-5.5723, 2.1732, 6.0460)
H (-6.3132, 2.3289, 4.4545)
H (-3.0227, 3.9155, 5.1647)
H (-0.9339, 3.2035, 4.1098)
H (-1.1752, 3.5837, 1.5266)
H (0.3305, 5.2990, 0.6683)
H (2.8444, 6.3076, 1.0237)
H (2.9807, 5.3734, -0.4652)
H (4.1135, 5.0890, 0.8614)
H (3.6896, 2.9548, 1.8902)
H (3.8798, 2.0646, 4.1146)
H (4.2950, -0.4430, 5.1613)
H (2.3683, -1.9608, 3.9348)
H (-4.9238, 0.4507, 3.5911)
H (-5.0668, -0.4921, 1.7709)
H (-4.7053, -2.8749, 0.7431)
H (-2.2486, -3.5351, 1.8129)
N (1.4869, 0.2176, 0.0142)
S (1.9117, -0.4512, -1.3358)
C (3.5806, -1.1348, -1.1706)
C (4.1759, -1.7954, -2.2342)
C (5.4099, -2.4094, -2.0498)
C (6.0297, -2.3627, -0.8058)
C (5.4191, -1.7062, 0.2510)
C (4.1811, -1.0914, 0.0718)
C (2.2632, 0.9036, -2.4325)
C (1.2314, 1.2698, -3.2756)
C (1.3854, 2.3936, -4.0801)
C (2.5589, 3.1275, -4.0308)
C (3.5864, 2.7494, -3.1771)
C (3.4431, 1.6264, -2.3702)
H (1.9012, 1.1388, 0.1376)
H (3.6814, -1.8241, -3.2033)
H (5.8843, -2.9296, -2.8742)
H (6.9856, -2.8515, -0.6604)
H (5.8965, -1.6796, 1.2240)
H (3.6558, -0.6020, 0.8907)
H (0.3058, 0.7007, -3.2821)
H (0.5761, 2.6934, -4.7343)
H (2.6755, 4.0031, -4.6582)
H (4.5000, 3.3294, -3.1332)
H (4.2348, 1.3290, -1.6913)
N (-3.9462, 4.9091, -2.6985)
C (-3.2783, 3.9313, -1.9624)
C (-3.9738, 3.0345, -1.1550)
C (-3.2644, 2.0517, -0.4802)
N (-1.9439, 1.9030, -0.5500)
C (-1.2935, 2.7641, -1.3272)
C (-1.8973, 3.7822, -2.0479)
H (-4.8636, 5.1484, -2.3662)
H (-3.3966, 5.7086, -2.9593)
H (-5.0532, 3.0979, -1.0592)
H (-3.7869, 1.3417, 0.1579)
H (-0.2145, 2.6366, -1.3752)
H (-1.3024, 4.4472, -2.6684)
C (-1.2087, -1.1064, 0.6318)
C (-1.6757, -2.2326, 0.0453)
C (-1.5041, -2.8391, -1.2884)
C (-1.3524, -4.2522, -1.4165)
C (-1.0268, -5.0768, -0.2943)
C (-0.8211, -6.4471, -0.4004)
C (-0.9335, -7.1036, -1.6250)
C (-1.3099, -6.3360, -2.7363)
C (-1.5265, -4.9753, -2.6427)
C (-1.5173, -1.9796, -2.4671)
C (-0.8169, -2.3003, -3.6600)
C (-0.9541, -1.5542, -4.8260)
C (-1.7545, -0.4138, -4.8565)
C (-2.3984, -0.0317, -3.6729)
C (-2.2883, -0.7923, -2.5211)
H (-0.9319, -4.6008, 0.6716)
H (-0.5527, -7.0103, 0.4914)
H (-0.7531, -8.1690, -1.7103)
H (-1.4481, -6.8248, -3.6976)
H (-1.8446, -4.4304, -3.5230)
H (-0.1787, -3.1779, -3.6627)
H (-0.4143, -1.8565, -5.7212)
H (-1.8697, 0.1641, -5.7683)
H (-3.0110, 0.8668, -3.6587)
H (-2.8211, -0.4984, -1.6243)
N (2.5744, -4.8091, -0.4409)
N (1.9877, -4.1329, 0.6138)
N (1.7451, -4.7120, 1.7539)
C (1.0936, -3.7565, 2.3903)
N (0.9999, -2.6370, 1.6492)
N (1.5866, -2.9090, 0.5180)
H (1.8113, -5.2336, -0.9650)
H (3.0397, -4.1122, -1.0110)
H (0.6743, -3.8655, 3.3791)

Cartesian forces (eV/Å) of the 2 atoms listed first:
Mn -0.7968 -0.0070 0.2463
C 0.0994 -0.0805 -0.0143

---

Entry 5:
Density functional theory data (ωB97M-V/def2-TZVPD) for a cluster of 15 separate species, C45H120O15 in total.

Results
LUMO level: 0.058 eV
2S+1: 1
net charge: 0
energy above the lowest of the compared OMol25 structures with the same formula, charge and spin: 6.064 eV
electronic energy: -79320.26903 eV

Positions of all 180 atoms, in Å:
C (3.3991, 2.2886, -4.6054)
C (3.0123, 3.6051, -4.0193)
C (3.7261, 3.9348, -2.7729)
O (3.2268, 4.5842, -5.0244)
H (3.2531, 1.4208, -3.9622)
H (4.4270, 2.2185, -4.9612)
H (2.7737, 2.0139, -5.4548)
H (1.9544, 3.5104, -3.7743)
H (3.4493, 4.8752, -2.2962)
H (4.8133, 3.9449, -2.8501)
H (3.4654, 3.2030, -2.0083)
H (2.6211, 4.5434, -5.7681)
C (-1.6144, 0.5016, 0.9110)
C (-0.3615, -0.3504, 0.4515)
C (0.5060, 0.3940, -0.5767)
O (0.3644, -0.5856, 1.6857)
H (-1.3324, 1.5155, 1.1950)
H (-2.0647, 0.0858, 1.8123)
H (-2.2916, 0.4876, 0.0570)
H (-0.7571, -1.2223, -0.0696)
H (-0.0714, 0.6062, -1.4765)
H (1.4023, -0.1678, -0.8398)
H (0.9027, 1.3414, -0.2117)
H (0.7283, 0.2540, 1.9760)
C (-2.8593, -0.1936, 4.6325)
C (-3.8301, -0.9704, 5.3827)
C (-4.6406, -0.1186, 6.4136)
O (-4.7402, -1.4786, 4.4372)
H (-2.5182, 0.5988, 5.2987)
H (-3.1990, 0.2407, 3.6922)
H (-1.9639, -0.7598, 4.3762)
H (-3.2109, -1.7459, 5.8336)
H (-5.3448, 0.5378, 5.9024)
H (-3.9893, 0.5377, 6.9908)
H (-5.2430, -0.8171, 6.9943)
H (-5.6100, -1.5036, 4.8425)
C (3.6510, 3.3563, 2.3978)
C (2.9153, 2.3515, 1.5418)
C (3.4732, 0.9707, 1.4521)
O (1.5975, 2.2645, 1.9982)
H (4.6574, 3.3715, 1.9794)
H (3.7675, 3.0618, 3.4408)
H (3.1424, 4.3202, 2.3804)
H (2.8597, 2.7766, 0.5396)
H (3.7982, 0.4613, 2.3593)
H (4.2440, 0.7571, 0.7115)
H (2.6134, 0.3401, 1.2263)
H (1.1342, 3.0718, 1.7634)
C (2.5949, -3.0715, -1.0921)
C (3.5868, -2.5209, -2.2118)
C (4.9736, -3.0999, -2.1573)
O (2.9949, -2.9138, -3.4445)
H (2.3846, -4.1350, -1.2049)
H (1.7063, -2.4509, -1.2071)
H (2.9667, -3.0203, -0.0687)
H (3.7316, -1.4411, -2.1786)
H (5.5333, -2.5050, -1.4357)
H (5.5642, -3.0461, -3.0718)
H (5.0549, -4.1267, -1.8007)
H (2.2764, -2.3428, -3.7264)
C (0.7443, 5.3807, -0.6124)
C (-0.3920, 5.1175, 0.3438)
C (-1.5215, 4.2262, -0.2873)
O (0.0463, 4.5173, 1.5187)
H (1.2564, 6.2710, -0.2476)
H (0.4551, 5.7137, -1.6092)
H (1.3677, 4.4920, -0.7117)
H (-0.9027, 6.0561, 0.5588)
H (-1.9585, 4.7718, -1.1236)
H (-2.2404, 3.9450, 0.4823)
H (-1.0033, 3.3199, -0.6008)
H (0.3577, 5.2334, 2.0771)
C (0.2735, 1.3411, 5.2513)
C (1.6247, 1.7940, 5.6088)
C (2.0580, 1.5052, 7.0721)
O (2.6486, 1.3479, 4.7711)
H (0.1809, 0.2560, 5.2971)
H (-0.1251, 1.7479, 4.3220)
H (-0.4057, 1.8412, 5.9417)
H (1.6271, 2.8798, 5.5127)
H (1.4735, 2.0145, 7.8383)
H (3.0918, 1.8269, 7.1987)
H (1.9192, 0.4609, 7.3521)
H (2.2641, 1.2751, 3.8944)
C (-3.6956, 5.1567, -4.3391)
C (-2.3033, 5.4513, -4.9047)
C (-1.0315, 5.1674, -4.0170)
O (-2.1357, 4.4639, -5.9422)
H (-3.6727, 5.6440, -3.3644)
H (-3.8074, 4.1267, -4.0006)
H (-4.5503, 5.6152, -4.8365)
H (-2.2122, 6.3862, -5.4577)
H (-1.1211, 5.9096, -3.2239)
H (-0.0756, 5.3311, -4.5145)
H (-1.1005, 4.2255, -3.4728)
H (-2.9146, 4.5956, -6.4878)
C (6.3841, 1.2413, 6.6525)
C (5.9026, 1.2339, 5.1831)
C (7.1185, 0.8713, 4.2851)
O (4.9557, 0.1576, 5.0955)
H (7.1128, 2.0490, 6.7203)
H (6.7484, 0.2837, 7.0245)
H (5.5332, 1.4545, 7.2995)
H (5.4725, 2.1713, 4.8303)
H (7.3850, -0.1614, 4.5098)
H (7.9303, 1.5773, 4.4603)
H (6.9173, 0.9660, 3.2180)
H (4.0809, 0.5530, 5.0975)
C (-3.4764, -4.2834, 2.7967)
C (-3.4344, -3.2962, 1.5714)
C (-3.4371, -4.0911, 0.2388)
O (-4.5941, -2.4501, 1.5847)
H (-3.4402, -3.8810, 3.8090)
H (-2.6597, -5.0041, 2.7551)
H (-4.3447, -4.9417, 2.7706)
H (-2.5350, -2.6827, 1.5194)
H (-2.6305, -4.8239, 0.2578)
H (-3.1577, -3.5096, -0.6398)
H (-4.3781, -4.6257, 0.1090)
H (-4.6247, -2.0834, 2.4714)
C (1.5384, -4.5619, 3.9315)
C (1.0230, -3.1925, 3.5503)
C (2.0125, -2.1093, 3.9654)
O (0.7896, -3.1441, 2.1154)
H (0.9089, -5.3306, 3.4832)
H (1.5155, -4.6042, 5.0204)
H (2.5195, -4.6592, 3.4667)
H (0.1013, -3.0715, 4.1195)
H (2.0488, -2.0931, 5.0547)
H (1.6852, -1.0733, 3.8776)
H (2.9894, -2.2547, 3.5041)
H (0.4699, -2.2559, 1.9410)
C (-4.5912, -0.4821, -1.4971)
C (-5.5064, 0.7709, -1.6351)
C (-5.2508, 1.9929, -0.8374)
O (-5.6400, 1.1408, -2.9882)
H (-5.2171, -1.3368, -1.7539)
H (-4.1247, -0.5971, -0.5188)
H (-3.7926, -0.4946, -2.2389)
H (-6.5222, 0.5021, -1.3451)
H (-6.1006, 2.6588, -0.9872)
H (-4.3294, 2.4559, -1.1906)
H (-5.1449, 1.7223, 0.2132)
H (-6.2658, 1.8646, -3.0661)
C (-0.5890, -2.2122, -3.6195)
C (0.0211, -3.0988, -4.6922)
C (-1.1168, -3.8070, -5.4132)
O (0.5824, -2.1852, -5.5759)
H (-1.5018, -1.8417, -4.0859)
H (0.0710, -1.4501, -3.2051)
H (-1.0120, -2.8597, -2.8514)
H (0.7473, -3.8477, -4.3762)
H (-1.7704, -3.0636, -5.8697)
H (-1.6389, -4.4392, -4.6951)
H (-0.7668, -4.4961, -6.1817)
H (-0.0990, -1.5748, -5.8668)
C (-2.2024, -7.6306, -1.4832)
C (-1.0210, -6.9546, -2.2768)
C (-0.5738, -5.5994, -1.7285)
O (0.0395, -7.9307, -2.3137)
H (-3.0357, -6.9283, -1.4596)
H (-1.8754, -7.7461, -0.4498)
H (-2.6176, -8.5697, -1.8489)
H (-1.3670, -6.5852, -3.2421)
H (-1.3500, -4.8343, -1.7149)
H (0.2553, -5.3212, -2.3791)
H (-0.2451, -5.5764, -0.6895)
H (0.8944, -7.4941, -2.3193)
C (-3.0361, 0.4553, -5.2814)
C (-1.7319, 0.7602, -5.9918)
C (-0.5409, 1.2410, -5.1645)
O (-1.2829, -0.3876, -6.7086)
H (-3.5715, 1.3619, -4.9993)
H (-2.8788, -0.0944, -4.3533)
H (-3.7254, -0.0759, -5.9378)
H (-2.0193, 1.5449, -6.6917)
H (0.3882, 1.3124, -5.7300)
H (-0.3842, 0.6038, -4.2941)
H (-0.7654, 2.2371, -4.7832)
H (-2.0490, -0.6519, -7.2232)

Cartesian forces (eV/Å) of the 2 atoms listed first:
C 0.2230 -1.8122 -0.4602
C -0.8501 -0.5124 -1.2445

---

Entry 6:
Density functional theory data (ωB97M-V/def2-TZVPD) for a cluster of 7 separate species, C10H34ClNO10 in total.

Results
LUMO level: -0.560 eV
2S+1: 1
net charge: 0
energy above the lowest of the compared OMol25 structures with the same formula, charge and spin: 1.818 eV
electronic energy: -45406.07185 eV

Positions of all 56 atoms, in Å:
N (-2.3571, -1.0491, -2.2473)
H (-2.6817, -0.3321, -2.8803)
H (-1.8331, -1.6551, -2.8624)
H (-3.2072, -1.5797, -2.1211)
H (-1.6737, -0.7429, -1.5697)
Cl (-0.4719, -0.0983, 0.2037)
C (0.0727, 2.0444, -3.5111)
C (0.5049, 0.9759, -4.5057)
O (1.1593, -0.1618, -3.8322)
O (-1.0667, 1.5998, -2.8030)
H (-0.1706, 2.9993, -3.9772)
H (0.8888, 2.2081, -2.8074)
H (1.2519, 1.3558, -5.2027)
H (-0.2458, 0.5898, -5.1952)
H (1.3507, 0.1156, -2.9333)
H (-0.9061, 1.7449, -1.8677)
C (0.3562, 4.2592, 0.6783)
C (0.2287, 3.2616, 1.8499)
O (-1.0496, 2.7035, 1.8005)
O (0.6013, 3.5436, -0.4929)
H (1.0978, 4.9821, 1.0181)
H (-0.5454, 4.8590, 0.5536)
H (0.6216, 3.5773, 2.8164)
H (0.8711, 2.4072, 1.6366)
H (-0.9619, 1.8353, 1.4004)
H (-0.2182, 3.0470, -0.5504)
C (-1.2235, -4.3345, 0.8721)
C (-0.4285, -5.3837, 0.0522)
O (-1.3631, -6.1435, -0.6761)
O (-1.7292, -3.2740, 0.1112)
H (-0.6059, -3.9581, 1.6876)
H (-2.0874, -4.8363, 1.3080)
H (-0.0510, -6.1619, 0.7155)
H (0.3457, -4.9728, -0.5959)
H (-1.0947, -5.9371, -1.5744)
H (-1.1791, -2.5041, 0.2730)
C (-1.9621, -0.6479, 5.6184)
C (-1.0336, -0.3921, 4.3492)
O (-1.4869, -1.1980, 3.2074)
O (-2.2595, -2.0275, 5.6022)
H (-2.8189, 0.0173, 5.5104)
H (-1.3655, -0.3091, 6.4653)
H (-0.0201, -0.7291, 4.5669)
H (-0.8475, 0.6148, 3.9755)
H (-1.0924, -0.9339, 2.3730)
H (-2.3315, -2.3225, 4.6915)
C (3.3536, 0.6403, -0.7267)
C (4.1018, 1.7739, -1.4972)
O (3.4644, 2.9674, -1.1707)
O (2.0551, 0.5257, -1.3114)
H (3.2950, 0.8788, 0.3353)
H (3.7411, -0.3784, -0.7428)
H (3.9117, 1.6075, -2.5575)
H (5.1875, 1.8627, -1.4593)
H (2.5137, 2.9003, -1.2858)
H (1.3947, 0.1654, -0.7151)

Cartesian forces (eV/Å) of the 2 atoms listed first:
N -0.8672 -0.9476 -3.1182
H 0.5557 1.2339 0.0781

---

Entry 7:
Density functional theory data (ωB97M-V/def2-TZVPD) for a cluster of 2 separate species, Br2H2O2Si in total.

Results
LUMO level: -0.916 eV
2S+1: 1
net charge: 0
energy above the lowest of the compared OMol25 structures with the same formula, charge and spin: 3.047 eV
electronic energy: -152092.41553 eV
SMILES string: O=[Si](O)Br.Br

Positions of all 7 atoms, in Å:
O (0.3498, -0.4237, -0.8015)
O (0.6482, 0.1355, 1.9376)
Si (0.6363, 0.5044, 0.3810)
Br (-2.3974, -0.9911, -2.3789)
Br (1.6354, 2.4865, 0.1769)
H (-1.2168, -0.9880, -1.7716)
H (0.3443, -0.7237, 2.4565)

Cartesian forces (eV/Å) of the 2 atoms listed first:
O -0.0565 0.7214 0.7537
O -0.9548 -2.1615 2.0919

---

Maximum force for the records above, in order: 4.464, 1.872, 4.090, 0.834, 3.199, 3.401, 3.614 eV Å⁻¹